Record 1
The following is a quantum chemistry calculation of 2 unconnected molecules or ions with the total composition C41H35F3N2O2S in a non-equilibrium geometry, from the Open Molecules 2025 dataset.

The geometry in XYZ format:
```
84
Properties=species:S:1:pos:R:3:forces:R:3:lowdin_charge:R:1
C -5.3994 1.1964 0.7897 0.191 -0.164 0.381 -0.06
N -5.2607 0.9170 2.2232 -0.327 0.870 -0.382 -0.12
C -5.9571 -0.2132 2.7294 -0.045 -0.588 0.477 -0.23
C -5.9670 -1.4183 2.0033 0.172 0.081 0.517 -0.02
C -6.4497 -2.5820 2.6104 -0.275 0.385 -0.054 -0.08
C -7.0546 -2.5099 3.8712 0.046 0.090 -0.056 -0.09
C -7.1415 -1.2850 4.5496 0.216 -0.115 -0.288 -0.08
C -6.5582 -0.1411 4.0009 0.071 -0.237 -0.488 -0.01
C -3.9779 1.1866 2.7755 0.203 0.148 0.215 -0.20
C -3.8336 1.9348 3.9575 0.047 -0.086 -0.446 0.02
C -2.5634 2.2562 4.4120 0.452 -0.275 0.158 0.01
C -1.3870 1.7113 3.8092 -0.671 -0.671 0.032 -0.18
C -0.1033 2.0515 4.3395 0.184 1.195 0.058 0.08
C 1.1443 2.0241 3.6652 0.615 -0.179 -0.650 -0.18
C 2.3571 2.3077 4.3777 -0.495 -0.127 0.159 0.00
C 3.5968 1.9950 3.8571 -0.164 0.066 -0.181 0.01
C 3.6989 1.4842 2.5512 -0.241 -0.433 0.250 -0.20
N 4.9160 0.9847 2.0792 0.177 0.719 -0.339 -0.11
C 5.2166 1.1387 0.6595 -0.079 -0.201 0.078 -0.06
C 5.4821 -0.1611 2.7114 0.387 -0.635 0.560 -0.23
C 5.2828 -1.4338 2.1371 -0.155 0.471 0.342 -0.02
C 5.7951 -2.5679 2.7662 0.121 0.210 -0.114 -0.08
C 6.5813 -2.4329 3.9148 -0.085 0.213 -0.088 -0.09
C 6.8117 -1.1691 4.4687 -0.174 -0.043 -0.132 -0.08
C 6.2427 -0.0330 3.8883 -0.184 -0.038 -0.450 -0.02
C 2.5420 1.4370 1.7440 -0.161 0.239 0.020 0.00
C 1.2948 1.7169 2.2751 0.332 -0.246 0.217 0.00
C -1.5804 0.8256 2.7095 -0.187 0.500 -0.175 -0.01
C -2.8321 0.6971 2.1282 0.095 -0.157 0.106 0.01
H -5.0384 2.2120 0.6010 -0.081 -0.176 -0.036 0.10
H -4.8288 0.4956 0.1699 -0.065 0.077 -0.197 0.07
H -6.4556 1.1307 0.5121 0.193 0.017 0.091 0.10
H -5.5325 -1.4432 0.9983 -0.115 -0.094 0.452 0.11
H -6.3588 -3.5345 2.0809 -0.166 0.312 0.226 0.10
H -7.4694 -3.4144 4.3204 0.130 0.299 -0.106 0.10
H -7.6569 -1.2212 5.5085 0.201 -0.069 -0.231 0.11
H -6.5698 0.8206 4.5226 -0.046 -0.419 -0.162 0.11
H -4.7305 2.3004 4.4559 0.323 0.027 -0.091 0.12
H -2.4320 2.9455 5.2444 -0.119 -0.216 -0.073 0.12
H -0.0737 2.4709 5.3497 -0.175 0.165 -0.346 0.09
H 2.2728 2.7242 5.3845 0.059 -0.262 -0.191 0.09
H 4.5043 2.1490 4.4403 -0.348 -0.028 -0.109 0.12
H 6.2968 1.0309 0.5211 -0.192 0.025 0.017 0.10
H 4.7136 0.3860 0.0425 0.047 0.091 -0.171 0.07
H 4.9158 2.1366 0.3299 0.035 -0.157 0.044 0.10
H 4.6900 -1.5055 1.2158 0.265 -0.105 0.472 0.11
H 5.5864 -3.5523 2.3409 0.168 0.293 0.166 0.11
H 7.0264 -3.3153 4.3667 -0.103 0.146 -0.015 0.10
H 7.4386 -1.0637 5.3558 -0.227 -0.057 -0.237 0.11
H 6.3909 0.9680 4.3123 0.035 -0.539 -0.175 0.11
H 2.6401 1.1160 0.7078 -0.128 0.184 0.223 0.11
H 0.4250 1.6780 1.6245 0.277 0.023 0.165 0.10
H -0.7470 0.2527 2.3075 -0.230 0.203 0.096 0.11
H -2.9689 0.1769 1.1762 0.205 -0.136 0.500 0.12
F -5.1674 4.2099 10.2420 -0.133 -0.386 -0.794 0.11
C -5.2206 3.4848 9.0853 -0.111 0.223 0.226 -0.54
F -6.1701 2.5214 9.2662 0.483 0.609 -0.124 0.11
F -5.7039 4.3239 8.1152 0.001 -0.306 0.576 0.10
C -3.8884 2.9252 8.6942 -0.488 0.101 0.137 -0.15
C -3.8612 1.7409 7.9627 0.134 0.186 0.053 -0.04
C -2.6508 1.2310 7.5433 0.500 0.076 -0.312 -0.05
C -1.4163 1.9018 7.8025 -0.633 0.104 0.253 -0.29
C -0.2007 1.3888 7.2700 0.258 -0.583 0.344 -0.23
S 1.2822 1.7134 8.1099 0.289 -0.655 -0.482 0.67
C 2.2963 0.2447 7.8855 -0.043 -0.121 -0.115 -0.26
C 2.7998 -0.4474 8.9899 -0.064 0.005 -0.292 -0.05
C 3.6757 -1.5130 8.7796 0.072 -0.026 -0.198 -0.08
C 4.0724 -1.8731 7.4848 -0.188 0.282 0.059 -0.08
C 3.5503 -1.1742 6.3896 -0.019 -0.062 0.108 -0.07
C 2.6467 -0.1341 6.5941 0.181 -0.122 0.055 -0.07
O 1.9898 2.7845 7.4156 0.001 0.011 0.340 -0.35
O 1.1251 1.8225 9.5424 -0.235 0.408 -0.064 -0.32
C -1.4935 3.0945 8.5899 0.075 -0.128 -0.238 -0.02
C -2.7083 3.6069 9.0071 0.161 -0.401 -0.075 -0.01
H -4.7909 1.2263 7.7269 0.212 0.047 0.110 0.12
H -2.6257 0.2834 7.0074 0.021 0.174 0.041 0.11
H -0.2115 0.4950 6.6406 0.079 0.119 0.567 0.08
H 2.5166 -0.1571 9.9977 -0.015 0.044 -0.226 0.11
H 4.0563 -2.0568 9.6450 -0.041 0.123 -0.267 0.10
H 4.7904 -2.6831 7.3328 -0.274 0.251 0.044 0.10
H 3.8458 -1.4119 5.3664 -0.015 -0.087 0.286 0.10
H 2.2407 0.4009 5.7396 0.095 -0.143 0.221 0.08
H -0.5798 3.6148 8.8749 -0.214 -0.124 -0.172 0.11
H -2.7263 4.5260 9.5892 -0.099 -0.215 -0.102 0.12
```
Forces are in eV/Å.


Record 2
87
Properties=species:S:1:pos:R:3:forces:R:3:lowdin_charge:R:1 method="wB97M-V/def2-TZVPD" total_charge=+1
C -0.0960 -2.7860 5.8782 0.138 0.215 -0.218 -0.07
C 0.2015 -3.6185 4.6298 -0.014 0.073 0.227 -0.15
C -0.4191 -3.0674 3.3457 -0.144 0.000 -0.086 -0.24
F -1.2871 -2.0300 3.5919 0.094 -0.001 0.078 0.05
N 0.4933 -2.5919 2.2923 0.121 -0.162 0.207 0.15
C 0.1722 -2.7600 0.9520 -0.772 -0.123 0.165 -0.20
N -1.0078 -3.3821 0.5344 0.534 -0.645 0.244 0.13
C -1.0162 -4.5719 0.2291 -0.298 0.350 -0.292 -0.76
S -1.1149 -6.0417 -0.2248 -0.047 0.007 0.073 0.87
C 1.1188 -2.1880 0.2053 0.388 0.121 -0.324 -0.14
C 1.1585 -2.1076 -1.2795 -0.253 0.273 0.236 0.03
N 2.0363 -1.6547 1.1118 0.224 0.105 -0.105 0.12
C 3.2229 -0.9091 0.6670 -0.058 0.079 -0.110 -0.29
C 3.4331 0.4197 1.3610 -0.117 0.148 0.271 0.02
F 4.3131 -1.7379 0.7859 -0.069 0.048 0.020 0.05
C 1.6469 -1.9064 2.3673 -0.179 0.027 0.211 -0.14
C 2.3341 -1.4691 3.6163 0.320 0.260 -0.111 -0.06
C 3.7405 -2.0566 3.8256 -0.039 -0.098 0.142 -0.13
C 3.8103 -3.5758 3.7646 0.067 0.021 0.131 -0.21
F 5.0608 -3.9564 3.3132 -0.057 0.005 -0.001 -0.03
H -1.1527 -2.8297 6.1256 -0.006 -0.026 0.112 0.09
H 0.5001 -3.1480 6.7127 -0.115 -0.126 0.062 0.09
H 0.1533 -1.7344 5.7378 -0.051 0.035 0.020 0.07
H -0.2183 -4.6120 4.7802 0.078 -0.057 -0.050 0.12
H 1.2731 -3.7506 4.5067 0.023 -0.086 -0.077 0.08
H -0.9966 -3.8509 2.8626 -0.058 0.064 -0.060 0.15
H 0.1226 -2.1088 -1.6134 -0.016 -0.103 -0.168 0.08
H 1.5807 -1.1622 -1.6082 0.110 -0.073 -0.202 0.09
H 1.6708 -2.9509 -1.7378 0.158 0.071 -0.018 0.11
H 3.0627 -0.7442 -0.3932 0.039 -0.098 -0.027 0.14
H 4.2291 0.3639 2.0998 0.054 -0.075 -0.021 0.10
H 2.5256 0.7516 1.8645 -0.038 0.119 -0.125 0.08
H 3.6935 1.1828 0.6335 0.112 -0.034 -0.042 0.10
H 1.6990 -1.6633 4.4698 -0.107 -0.089 -0.017 0.09
H 2.4324 -0.3838 3.5692 -0.098 -0.003 0.072 0.12
H 4.0905 -1.7186 4.8009 0.030 0.065 -0.024 0.13
H 4.4385 -1.6645 3.0909 -0.032 -0.044 -0.086 0.10
H 3.0635 -4.0029 3.0878 0.061 0.003 -0.116 0.11
H 3.6756 -4.0188 4.7532 -0.066 -0.059 -0.014 0.12
C -1.8557 -2.9341 -3.4390 0.026 -0.006 0.002 -0.08
C -0.8710 -3.6383 -4.1267 0.021 0.002 0.043 -0.07
C -0.4851 -3.2370 -5.3936 0.018 -0.042 0.079 0.00
C -1.0906 -2.1332 -5.9827 -0.030 0.045 -0.011 -0.08
C -2.0876 -1.4376 -5.3005 0.021 0.008 -0.066 -0.08
C -2.4635 -1.8372 -4.0238 0.006 -0.040 0.102 0.00
C -2.7777 -0.2664 -5.9228 -0.005 0.017 0.002 -0.28
O -3.6321 0.3403 -5.3147 -0.003 0.012 0.009 0.11
C -2.3775 0.1174 -7.3042 0.023 -0.049 0.024 -0.08
C -3.0357 1.1708 -7.9260 -0.008 0.054 -0.060 0.00
C -2.6720 1.5520 -9.2062 0.013 -0.008 -0.002 -0.05
C -1.6455 0.8881 -9.8686 -0.007 0.004 0.012 -0.05
C -0.9871 -0.1642 -9.2555 -0.011 0.044 -0.067 0.00
C -1.3537 -0.5578 -7.9749 -0.022 -0.024 0.055 -0.08
C -0.6471 -1.7076 -7.3460 0.012 0.000 -0.012 -0.28
O 0.2565 -2.2854 -7.9082 0.011 -0.002 -0.007 0.11
H -2.1534 -3.2453 -2.4445 -0.031 -0.032 -0.009 0.09
H -0.4037 -4.5030 -3.6714 -0.017 -0.017 -0.005 0.10
H 0.2813 -3.7697 -5.9395 0.000 0.027 -0.048 0.12
H -3.2335 -1.2821 -3.5057 -0.028 0.025 -0.047 0.12
H -3.8298 1.6808 -7.3990 0.003 -0.020 0.047 0.12
H -3.1885 2.3693 -9.6912 0.000 0.008 -0.006 0.11
H -1.3612 1.1917 -10.8671 -0.002 0.003 -0.009 0.11
H -0.1898 -0.6912 -9.7607 0.008 -0.040 0.030 0.12
C 1.3012 7.4963 3.9927 0.003 -0.013 0.000 -0.05
C 2.0936 6.3822 4.2453 -0.006 0.001 -0.006 -0.05
C 1.6511 5.1201 3.8886 0.053 0.047 0.020 -0.01
C 0.4092 4.9642 3.2845 -0.048 -0.017 -0.021 -0.09
C -0.3924 6.0831 3.0454 -0.021 -0.052 -0.003 -0.08
C 0.0613 7.3479 3.3946 0.053 0.050 0.035 0.01
C -1.7439 5.9472 2.4294 -0.006 0.016 -0.006 -0.27
O -2.4361 6.9152 2.2115 -0.006 0.009 0.001 0.12
C -2.2170 4.5711 2.0957 0.051 0.000 0.020 -0.08
C -3.4902 4.4093 1.5656 -0.064 -0.043 -0.039 0.01
C -3.9479 3.1442 1.2394 0.013 -0.008 0.002 -0.05
C -3.1330 2.0348 1.4369 0.006 0.010 -0.002 -0.06
C -1.8643 2.1911 1.9670 -0.058 -0.043 -0.029 -0.01
C -1.4011 3.4578 2.3036 0.023 0.043 0.027 -0.09
C -0.0411 3.6016 2.8943 -0.022 -0.005 -0.017 -0.28
O 0.6772 2.6311 3.0512 0.116 -0.153 -0.028 0.07
H 1.6517 8.4822 4.2668 0.004 0.006 0.006 0.11
H 3.0577 6.5012 4.7211 0.009 0.006 -0.002 0.11
H 2.2597 4.2468 4.0766 -0.022 -0.033 -0.020 0.12
H -0.5669 8.2050 3.1961 -0.045 -0.022 -0.013 0.12
H -4.1114 5.2812 1.4154 0.035 0.040 0.009 0.12
H -4.9416 3.0200 0.8307 -0.005 -0.003 -0.009 0.11
H -3.4932 1.0475 1.1790 -0.010 -0.006 0.001 0.11
H -1.2235 1.3357 2.1315 0.032 0.015 0.038 0.11


Respective LUMO level values: -0.08710 -0.10720 hartree.
Respective gap between HOMO and LUMO values: 3.930 8.464 eV.